1.
The following is a DFT calculation (ωB97M-V/def2-TZVPD) of a structure of composition C7H12N4S.

Geometry as XYZ:
```
24
Properties=species:S:1:pos:R:3:forces:R:3:mulliken_charge:R:1
C -3.527 -0.870 0.193 2.866 0.580 -0.590 -0.55
C -1.715 0.985 -0.177 0.660 -1.967 0.396 0.34
C -0.288 -1.256 -0.467 0.473 -0.180 -1.288 -0.69
C 0.858 -1.252 0.568 1.915 -4.188 0.685 -0.42
C 1.837 -0.168 0.203 3.885 -0.582 3.074 0.21
C 1.902 1.124 0.605 -1.189 2.557 -2.040 -0.26
C 3.885 0.662 -0.180 -0.095 -0.192 -2.687 -0.19
H -4.569 -0.579 -0.140 1.064 -1.256 0.916 0.31
H -3.276 -1.476 1.222 -1.360 1.511 -2.678 0.21
H -2.923 -1.470 -0.726 -1.877 1.796 2.480 0.19
H -3.640 1.608 0.238 3.079 -4.390 0.918 0.31
H 0.002 0.497 -1.087 2.436 2.665 -1.321 0.27
H -0.846 -2.065 -0.075 -1.994 -0.153 -0.054 0.41
H -0.045 -1.562 -1.594 0.379 0.223 2.661 0.24
H 1.478 -2.314 0.351 -1.531 2.798 0.408 0.34
H 0.532 -1.633 1.915 0.731 2.104 -4.230 0.32
H 1.119 1.840 0.593 -1.012 0.355 1.093 0.25
H 3.276 2.577 -0.180 -0.328 1.274 0.291 0.28
H 4.709 0.838 -0.976 -0.873 -0.406 2.264 0.30
N -2.881 0.580 0.380 -3.952 0.549 -1.341 -0.35
N -0.782 0.124 -0.719 -3.737 -2.448 1.860 -0.18
N 3.100 1.696 0.229 0.533 -1.739 0.373 -0.13
N 3.212 -0.451 -0.145 -0.882 -1.579 -0.625 -0.68
S -1.416 2.566 -0.033 0.810 2.668 -0.564 -0.51
```
Positions in Å, forces in eV/Å.

## Properties
Frontier orbital gap = 8.7522 eV
E_HOMO = -8.2 eV
Spin multiplicity = 1
LUMO level = 0.59 eV

2.
The following is a DFT calculation (ωB97M-V/def2-TZVPD) of the ion C7H12N5 with charge +1.

Geometry as XYZ:
```
24
Properties=species:S:1:pos:R:3:forces:R:3:mulliken_charge:R:1
C -0.746 -0.636 -2.097 -1.429 0.657 1.988 -0.38
C 1.504 1.196 -3.287 -0.254 1.747 -1.373 -0.08
C -0.647 -0.239 -0.783 -0.251 -1.020 -2.399 0.57
C 2.003 1.283 -1.807 -4.370 -1.775 -1.172 -0.54
C -1.728 0.051 0.226 -0.616 2.479 -4.702 -1.20
C 0.874 -0.828 0.885 1.207 3.092 -0.182 -0.56
C -0.144 -0.433 1.919 1.371 0.884 1.292 -0.74
N 0.740 0.240 -3.579 0.460 2.081 -1.076 -0.19
N 0.482 -0.689 -2.754 1.086 -1.613 1.517 -0.20
N 0.634 -0.006 -0.307 1.726 1.136 0.940 0.51
N 1.756 0.015 -1.211 -2.260 -1.275 -0.279 -0.87
N -1.558 -0.534 1.486 -0.726 -1.632 2.370 0.01
H -1.732 -0.869 -2.598 1.510 0.169 0.466 0.38
H 1.652 2.046 -4.049 0.020 -1.561 1.317 0.37
H 2.933 1.618 -1.841 4.699 0.404 0.011 0.55
H 1.500 2.111 -1.372 -1.161 0.670 0.572 0.31
H -1.549 1.127 0.371 -0.444 -0.060 0.128 0.35
H -2.763 -0.059 -0.202 1.048 -0.204 0.637 0.44
H 1.934 -0.646 1.259 -1.530 -0.238 -0.349 0.40
H 0.740 -1.828 0.661 0.001 -2.468 -0.480 0.32
H 0.126 -0.993 2.771 -0.741 -1.494 1.084 0.46
H -0.058 0.555 2.400 0.232 0.213 -1.136 0.33
H -2.067 0.128 2.091 -0.242 -1.157 0.380 0.35
H -1.984 -1.497 1.490 0.661 0.964 0.445 0.42
```
Positions in Å, forces in eV/Å.

## Properties
Net charge = +1
Frontier orbital gap (alpha / beta) = 7.6069 / 7.5732 eV
E_HOMO (alpha / beta) = -11.2 / -11.2 eV
Spin multiplicity = 1
LUMO level (alpha / beta) = -3.60 / -3.61 eV

3.
The following is a DFT calculation (ωB97M-V/def2-TZVPD) of the ion C7H12O with charge -1.

Geometry as XYZ:
```
20
Properties=species:S:1:pos:R:3:forces:R:3:lowdin_spin:R:1
O 3.097 1.732 2.176 0.416 3.066 3.057 0.20
C 2.984 0.961 1.267 2.337 -1.619 -2.042 0.22
C 1.878 0.006 1.209 -2.084 0.334 0.334 0.08
C 0.982 0.300 0.017 -0.400 1.139 0.733 0.11
C -0.410 0.920 0.377 2.172 0.723 -3.178 0.02
C -2.561 -1.562 -1.621 0.181 -0.228 2.107 0.05
C -1.912 -0.673 -0.576 0.854 -0.051 0.088 0.06
C -1.348 0.549 -0.697 -2.087 -1.305 -0.425 0.03
H 3.983 0.837 0.596 -2.103 -0.414 0.686 0.03
H 2.241 -1.001 1.211 0.271 -1.131 -0.251 0.05
H 1.104 0.091 2.044 1.846 0.068 -0.149 0.01
H 0.989 -0.478 -0.671 -0.739 -1.719 -1.113 0.04
H 1.439 1.088 -0.508 0.901 0.894 -0.946 0.04
H -0.215 1.965 0.412 -0.007 1.198 -0.053 0.01
H -0.637 0.695 1.335 -1.462 -1.380 2.886 0.00
H -2.762 -1.198 -2.600 0.044 0.782 -0.679 0.00
H -1.920 -2.492 -1.723 -1.050 0.688 0.290 0.02
H -3.507 -1.664 -1.065 -0.207 -1.285 -0.879 0.00
H -1.796 -1.250 0.422 0.153 1.036 -1.691 0.01
H -1.628 1.174 -1.606 0.964 -0.795 1.222 0.01
```
Positions in Å, forces in eV/Å.

## Properties
<S²> = 0.753
Net charge = -1
Frontier orbital gap (alpha / beta) = 2.6477 / 8.1601 eV
E_HOMO (alpha / beta) = 1.2 / -4.4 eV
Spin multiplicity = 2
LUMO level (alpha / beta) = 3.84 / 3.73 eV

4.
The following is a DFT calculation (ωB97M-V/def2-TZVPD) of the molecule C7H12O.

Geometry as XYZ:
```
20
Properties=species:S:1:pos:R:3:forces:R:3:mulliken_charge:R:1
C 0.076 -0.621 -0.317 -2.774 -0.063 0.629 -1.10
C -1.373 -1.229 -0.218 0.461 -4.992 0.368 -0.05
C -2.202 -0.116 0.189 -0.843 3.929 1.632 -0.61
C -0.326 1.748 -0.057 1.075 4.583 -0.468 -0.03
C 1.110 1.546 0.080 -1.037 1.024 -1.076 -0.39
C 2.095 0.302 0.085 -0.439 -2.499 -0.743 -0.67
C 1.417 -1.228 0.001 -1.388 1.444 1.801 -0.50
H 0.188 0.275 -1.111 -0.584 -3.328 1.430 0.39
H -0.123 -0.248 0.769 0.805 0.622 -1.892 0.38
H -2.094 -1.830 -1.005 2.753 0.983 1.329 0.23
H -1.141 -2.000 0.798 -1.287 1.790 -2.925 0.15
H -2.476 -0.026 1.217 1.033 -0.363 1.473 0.31
H -3.235 -0.029 -0.086 -0.323 -0.135 -1.818 0.40
H -0.769 2.834 -0.337 2.641 -1.601 0.857 0.21
H 1.808 2.434 -0.205 -2.029 -1.024 0.872 0.24
H 2.815 0.233 -0.766 -0.983 0.956 -0.135 0.39
H 2.827 0.219 0.845 0.277 0.792 1.577 0.46
H 1.784 -1.691 -0.901 0.693 -0.955 0.442 0.32
H 1.283 -1.882 1.112 0.974 1.759 -3.555 0.25
O -1.663 1.309 -0.094 0.974 -2.922 0.204 -0.39
```
Positions in Å, forces in eV/Å.

## Properties
Frontier orbital gap = 9.2416 eV
E_HOMO = -8.3 eV
Spin multiplicity = 1
LUMO level = 0.96 eV

5.
The following is a DFT calculation (ωB97M-V/def2-TZVPD) of a cluster of 2 separate species, C7H12O in total.

Geometry as XYZ:
```
20
Properties=species:S:1:pos:R:3:forces:R:3:mulliken_charge:R:1
C 0.743 2.169 -0.818 3.309 2.522 -0.924 -0.97
C 0.686 0.652 -0.608 0.320 0.058 -0.767 -0.63
C -0.550 0.188 0.412 2.004 0.509 -3.886 0.41
C -1.476 -0.877 -0.438 1.263 0.930 -0.950 -1.07
C -0.352 -2.144 -0.547 0.129 3.473 -2.054 -0.33
C -0.215 -0.884 1.250 5.356 0.436 3.292 0.24
C 0.233 0.419 1.951 -0.517 -0.569 1.644 -0.74
H -0.100 2.666 -1.358 0.088 -0.227 1.476 0.33
H 1.309 2.745 0.156 -2.486 -1.366 -2.450 0.20
H 1.591 2.479 -1.629 -1.527 -1.257 1.639 0.32
H 0.601 0.082 -1.610 -0.234 1.170 1.456 0.20
H 1.811 0.512 -0.373 -2.013 -0.906 0.553 0.37
H -2.240 -1.379 0.084 -1.451 0.406 0.840 0.39
H -1.868 -0.419 -1.361 0.429 -0.711 -0.021 0.33
H 0.117 -1.714 -1.605 -0.289 -2.351 2.767 0.23
H -0.867 -3.132 -0.568 0.684 0.820 -0.115 0.34
H -1.189 -1.116 1.470 -1.416 -1.756 2.638 0.31
H 0.085 0.787 3.394 -0.246 -1.087 -4.730 0.23
H 1.148 0.944 1.543 -1.164 -0.971 0.987 0.29
O 0.535 -1.979 0.655 -2.239 0.876 -1.396 -0.45
```
Positions in Å, forces in eV/Å.

## Properties
Frontier orbital gap = 9.8128 eV
E_HOMO = -9.2 eV
Spin multiplicity = 1
LUMO level = 0.57 eV

6.
The following is a DFT calculation (ωB97M-V/def2-TZVPD) of the molecule C7H12O.

Geometry as XYZ:
```
20
Properties=species:S:1:pos:R:3:forces:R:3:mulliken_charge:R:1
C -0.227 -0.297 2.212 -1.586 0.867 -0.332 -1.47
C 0.476 -0.055 0.914 0.000 -0.095 -0.617 1.11
C 1.867 0.489 1.101 0.412 -0.930 -0.634 -1.47
C -0.084 -0.211 -0.303 -1.091 -0.841 0.883 0.91
C 0.635 -0.057 -1.592 -0.795 0.408 -1.013 -1.28
C -1.522 -0.628 -0.455 0.143 0.760 -2.764 -0.50
C -2.168 -0.512 -1.671 -0.792 -0.586 3.441 -0.91
H 0.350 -0.851 2.907 0.854 -0.425 0.637 0.38
H -0.426 0.700 2.631 0.133 -0.204 0.281 0.32
H -1.218 -0.782 2.182 0.539 0.121 -0.342 0.31
H 2.193 1.115 0.278 0.174 -0.241 -0.390 0.40
H 2.603 -0.329 1.279 -0.393 0.584 -0.140 0.26
H 1.901 1.149 1.931 -0.042 0.437 1.100 0.43
H 1.706 -0.123 -1.532 0.513 -0.128 0.166 0.38
H 0.242 -0.801 -2.267 0.349 -0.613 -0.130 0.49
H 0.457 1.781 -1.517 -0.469 0.297 -1.130 0.38
H -2.035 -0.987 0.415 -0.299 -0.131 0.089 0.18
H -3.253 -0.725 -1.730 0.810 -0.101 0.079 0.25
H -1.753 -0.049 -2.518 0.686 0.333 -0.840 0.32
O 0.256 1.174 -2.262 0.856 0.486 1.656 -0.50
```
Positions in Å, forces in eV/Å.

## Properties
Frontier orbital gap = 9.2661 eV
E_HOMO = -8.4 eV
Spin multiplicity = 1
LUMO level = 0.83 eV

7.
The following is a DFT calculation (ωB97M-V/def2-TZVPD) of the molecule C7H12O2S.

Geometry as XYZ:
```
22
Properties=species:S:1:pos:R:3:forces:R:3:mulliken_charge:R:1
C -0.730 -0.791 -2.013 0.749 1.314 2.823 -0.59
C -1.658 0.485 -1.657 -0.653 -3.005 -0.307 -0.51
C 1.199 -0.610 1.527 -2.124 0.399 -2.373 -1.04
C 0.315 0.667 1.344 3.666 0.981 0.620 0.39
C -0.830 0.410 0.507 -2.339 -3.869 -3.779 -0.45
C -0.420 -1.326 -0.560 -1.077 2.229 0.227 -0.24
C 1.285 1.832 0.853 0.066 -1.523 0.157 -1.38
O 1.531 -2.919 0.298 0.166 -0.174 -0.149 -0.68
O -1.232 1.200 -0.593 2.883 1.424 2.571 -0.41
S 1.298 -1.506 -0.114 -0.113 0.053 0.444 0.39
H -1.376 -1.406 -2.633 0.476 -0.383 -0.038 0.31
H 0.298 -0.567 -2.414 -1.382 0.136 -0.318 0.30
H -1.749 1.142 -2.488 -0.482 0.517 -0.665 0.37
H -2.612 0.021 -1.287 0.182 0.194 -1.195 0.34
H 2.199 -0.368 1.752 1.036 0.084 0.842 0.47
H 0.697 -1.341 2.123 0.135 -0.534 0.754 0.46
H -0.017 0.881 2.366 -0.081 0.412 -0.173 0.36
H -1.715 0.083 1.050 -0.067 -0.001 0.099 0.40
H -0.995 -2.222 -0.251 0.317 0.673 0.147 0.42
H 2.006 1.546 0.030 -0.695 -0.139 1.127 0.26
H 1.812 2.203 1.745 0.018 -0.032 -0.542 0.40
H 0.694 2.586 0.416 -0.681 1.243 -0.271 0.42
```
Positions in Å, forces in eV/Å.

## Properties
Frontier orbital gap = 9.3114 eV
E_HOMO = -8.6 eV
Spin multiplicity = 1
LUMO level = 0.76 eV

8.
The following is a DFT calculation (ωB97M-V/def2-TZVPD) of the ion C7H12O3P with charge -1.

Geometry as XYZ:
```
23
Properties=species:S:1:pos:R:3:forces:R:3:mulliken_charge:R:1
C -2.069 -0.672 -0.744 0.620 -0.096 -0.412 0.37
C 1.636 -0.271 0.212 -0.064 -0.125 0.111 -0.86
C 1.093 0.935 0.986 -0.502 0.054 0.226 -0.98
C -0.554 -0.455 -0.787 -0.786 2.256 2.751 -0.55
C 0.524 -1.284 -0.162 0.082 -0.126 -0.344 0.67
C 1.068 -2.380 -1.074 -0.130 0.008 0.251 -1.64
C -1.237 2.678 0.554 -0.067 -0.701 0.118 -1.23
O -2.635 -1.582 -1.333 -0.287 -0.612 -0.259 -0.74
O -2.613 0.280 -0.088 -0.387 0.508 0.451 -0.65
O -1.268 0.441 2.210 -0.435 -0.508 1.168 -0.83
P -0.825 0.916 0.892 1.630 -0.782 -3.572 1.18
H 2.089 0.071 -0.724 0.048 -0.083 -0.043 0.31
H 2.414 -0.781 0.788 0.078 -0.032 -0.080 0.31
H 1.360 0.877 2.040 0.022 0.065 0.077 0.44
H 1.500 1.865 0.584 -0.056 0.112 -0.015 0.33
H -0.244 0.022 -1.716 0.046 0.109 -0.069 0.38
H 0.133 -1.732 0.758 0.016 -0.038 0.001 0.32
H 1.517 -1.941 -1.966 0.032 0.034 -0.092 0.34
H 0.256 -3.035 -1.385 -0.018 -0.089 -0.067 0.37
H 1.826 -2.977 -0.563 0.107 -0.073 -0.004 0.42
H -0.816 3.274 1.365 0.047 0.009 -0.014 0.36
H -0.834 3.001 -0.402 0.033 0.034 -0.133 0.34
H -2.321 2.751 0.557 -0.029 0.078 -0.050 0.33
```
Positions in Å, forces in eV/Å.

## Properties
Net charge = -1
Frontier orbital gap = 7.6556 eV
E_HOMO = -3.9 eV
Spin multiplicity = 1
LUMO level = 3.72 eV

Relative energy (zero: lowest compared OMol25 entry of this formula, charge and spin)
In order: 556.0, 573.6, 240.0, 796.7, 907.3, 134.8, 195.0, 74.9
Unit: kJ/mol